Record 1
The following is a quantum chemistry calculation of 12 unconnected molecules or ions with the total composition C44H104F12N12O28S12, from OMol25.

Bonds (Å) are listed after each position.
Element x y z (Å)
1 C -4.886 8.330 2.634  C2 1.537, H11 1.090, H12 1.090, H13 1.090
2 C -4.635 6.822 2.785  C1 1.537, N3 1.501, H14 1.090, H15 1.090
3 N -3.676 6.437 3.873  C2 1.501, C4 1.542, C5 1.534, C7 1.583
4 C -2.278 7.054 3.668  N3 1.542, H16 1.090, H17 1.090, H18 1.090
5 C -4.332 6.844 5.199  N3 1.534, C6 1.509, H19 1.090, H20 1.090
6 C -3.520 6.670 6.459  C5 1.509, H21 1.090, H22 1.090, H23 1.090
7 C -3.516 4.863 3.911  N3 1.583, C8 1.518, H24 1.090, H25 1.090
8 C -4.787 4.088 4.208  C7 1.518, O9 1.427, H26 1.090, H27 1.090
9 O -5.894 4.252 3.323  C8 1.427, C10 1.422
10 C -6.968 3.329 3.448  O9 1.422, H28 1.090, H29 1.090, H30 1.090
11 H -5.325 8.465 1.646  C1 1.090
12 H -4.024 8.985 2.762  C1 1.090
13 H -5.645 8.691 3.329  C1 1.090
14 H -4.143 6.499 1.867  C2 1.090
15 H -5.628 6.374 2.826  C2 1.090
16 H -1.548 6.453 4.210  C4 1.090
17 H -2.324 8.102 3.965  C4 1.090
18 H -2.051 6.934 2.609  C4 1.090
19 H -5.308 6.369 5.298  C5 1.090
20 H -4.579 7.906 5.193  C5 1.090
21 H -3.489 5.666 6.880  C6 1.090
22 H -3.874 7.233 7.323  C6 1.090
23 H -2.548 7.147 6.334  C6 1.090
24 H -2.656 4.704 4.562  C7 1.090
25 H -3.171 4.554 2.924  C7 1.090
26 H -5.010 4.268 5.260  C8 1.090
27 H -4.504 3.044 4.074  C8 1.090
28 H -7.346 3.456 4.462  C10 1.090
29 H -6.705 2.276 3.342  C10 1.090
30 H -7.820 3.470 2.782  C10 1.090
31 C 2.447 5.414 0.741  C32 1.553, H41 1.090, H42 1.090, H43 1.090
32 C 2.872 4.163 -0.074  C31 1.553, N33 1.593, H44 1.090, H45 1.090
33 N 4.418 4.170 -0.458  C32 1.593, C34 1.532, C35 1.556, C37 1.596
34 C 5.302 4.243 0.790  N33 1.532, H46 1.090, H47 1.090, H48 1.090
35 C 4.781 2.954 -1.358  N33 1.556, C36 1.536, H49 1.090, H50 1.090
36 C 4.653 1.650 -0.556  C35 1.536, H51 1.090, H52 1.090, H53 1.090
37 C 4.736 5.417 -1.401  N33 1.596, C38 1.495, H54 1.090, H55 1.090
38 C 3.893 5.715 -2.599  C37 1.495, O39 1.395, H56 1.090, H57 1.090
39 O 2.580 6.005 -2.227  C38 1.395, C40 1.423
40 C 1.671 6.122 -3.316  O39 1.423, H58 1.090, H59 1.090, H60 1.090
41 H 2.558 6.295 0.109  C31 1.090
42 H 2.897 5.672 1.700  C31 1.090
43 H 1.357 5.417 0.747  C31 1.090
44 H 2.235 3.985 -0.941  C32 1.090
45 H 2.701 3.251 0.497  C32 1.090
46 H 5.044 5.048 1.478  C34 1.090
47 H 6.319 4.253 0.398  C34 1.090
48 H 5.165 3.336 1.379  C34 1.090
49 H 5.797 3.145 -1.702  C35 1.090
50 H 4.079 2.864 -2.187  C35 1.090
51 H 3.626 1.490 -0.227  C36 1.090
52 H 5.374 1.579 0.259  C36 1.090
53 H 4.792 0.801 -1.226  C36 1.090
54 H 5.800 5.363 -1.632  C37 1.090
55 H 4.670 6.269 -0.725  C37 1.090
56 H 3.859 4.848 -3.259  C38 1.090
57 H 4.341 6.456 -3.262  C38 1.090
58 H 0.727 6.546 -2.975  C40 1.090
59 H 1.548 5.123 -3.733  C40 1.090
60 H 2.138 6.756 -4.070  C40 1.090
61 C -0.398 -1.656 -0.524  C62 1.527, H68 1.090, H69 1.090, H70 1.090
62 C 0.424 -0.525 0.089  C61 1.527, O63 1.230, N64 1.520
63 O 1.567 -0.243 -0.268  C62 1.230
64 N -0.236 0.317 1.170  C62 1.520, H65 1.010, H66 1.010, C67 1.521
65 H -1.085 -0.067 1.560  N64 1.010
66 H 0.279 0.439 2.029  N64 1.010
67 C -0.591 1.702 0.651  N64 1.521, H71 1.090, H72 1.090, H73 1.090
68 H -0.320 -2.575 0.058  C61 1.090
69 H 0.019 -1.924 -1.495  C61 1.090
70 H -1.473 -1.477 -0.503  C61 1.090
71 H -1.097 1.684 -0.315  C67 1.090
72 H 0.355 2.232 0.538  C67 1.090
73 H -1.207 2.123 1.445  C67 1.090
74 C -3.472 0.309 -4.595  C75 1.494, H81 1.090, H82 1.090, H83 1.090
75 C -3.227 0.091 -3.138  C74 1.494, O76 1.241, N77 1.518
76 O -2.485 -0.827 -2.757  C75 1.241
77 N -4.116 0.839 -2.161  C75 1.518, H78 1.010, H79 1.010, C80 1.612
78 H -3.884 1.819 -2.078  N77 1.010
79 H -5.054 0.878 -2.532  N77 1.010
80 C -4.198 0.108 -0.727  N77 1.612, H84 1.090, H85 1.090, H86 1.090
81 H -2.818 -0.349 -5.167  C74 1.090
82 H -3.250 1.321 -4.934  C74 1.090
83 H -4.491 0.052 -4.885  C74 1.090
84 H -3.255 0.373 -0.248  C80 1.090
85 H -4.226 -0.969 -0.890  C80 1.090
86 H -5.062 0.480 -0.176  C80 1.090
87 C -2.278 -4.690 -3.218  C88 1.472, H99 1.090, H100 1.090, H101 1.090
88 C -1.118 -3.982 -3.782  C87 1.472, C89 1.463, H102 1.090, H103 1.090
89 C -0.692 -4.178 -5.168  C88 1.463, C90 1.552, H104 1.090, H105 1.090
90 C 0.501 -3.196 -5.312  C89 1.552, N91 1.561, H106 1.090, H107 1.090
91 N 1.314 -3.468 -6.616  C90 1.561, C92 1.485, C95 1.561, C96 1.567
92 C 2.024 -4.772 -6.657  N91 1.485, C93 1.548, H108 1.090, H109 1.090
93 C 3.408 -4.618 -7.332  C92 1.548, C94 1.528, H110 1.090, H111 1.090
94 C 3.879 -3.316 -6.686  C93 1.528, C95 1.613, H112 1.090, H113 1.090
95 C 2.513 -2.472 -6.538  N91 1.561, C94 1.613, H114 1.090, H115 1.090
96 C 0.554 -3.334 -7.980  N91 1.567, C97 1.516, H116 1.090, H117 1.090
97 C -0.149 -2.001 -8.145  C96 1.516, C98 1.494, H118 1.090, H119 1.090
98 C -1.238 -2.027 -9.168  C97 1.494, H120 1.090, H121 1.090, H122 1.090
99 H -3.253 -4.457 -3.647  C87 1.090
100 H -2.349 -4.667 -2.130  C87 1.090
101 H -2.115 -5.745 -3.438  C87 1.090
102 H -0.216 -4.315 -3.268  C88 1.090
103 H -1.481 -2.986 -3.529  C88 1.090
104 H -1.493 -4.027 -5.891  C89 1.090
105 H -0.357 -5.180 -5.435  C89 1.090
106 H 1.294 -3.400 -4.592  C90 1.090
107 H 0.197 -2.150 -5.343  C90 1.090
108 H 1.528 -5.643 -7.087  C92 1.090
109 H 2.142 -5.167 -5.648  C92 1.090
110 H 3.482 -4.540 -8.417  C93 1.090
111 H 3.939 -5.517 -7.020  C93 1.090
112 H 4.651 -2.744 -7.202  C94 1.090
113 H 4.418 -3.499 -5.757  C94 1.090
114 H 2.387 -1.681 -7.276  C95 1.090
115 H 2.446 -2.022 -5.547  C95 1.090
116 H -0.209 -4.112 -7.961  C96 1.090
117 H 1.242 -3.473 -8.814  C96 1.090
118 H 0.621 -1.343 -8.547  C97 1.090
119 H -0.456 -1.542 -7.206  C97 1.090
120 H -1.750 -1.077 -9.325  C98 1.090
121 H -2.009 -2.734 -8.861  C98 1.090
122 H -0.660 -2.272 -10.059  C98 1.090
123 C 3.652 -5.602 5.147  C124 1.528, H135 1.090, H136 1.090, H137 1.090
124 C 3.721 -4.085 5.307  C123 1.528, C125 1.551, H138 1.090, H139 1.090
125 C 2.641 -3.360 4.462  C124 1.551, C126 1.573, H140 1.090, H141 1.090
126 C 1.403 -3.212 5.421  C125 1.573, N127 1.561, H142 1.090, H143 1.090
127 N 0.012 -3.004 4.745  C126 1.561, C128 1.551, C131 1.584, C132 1.556
128 C 0.059 -1.546 4.218  N127 1.551, C129 1.518, H144 1.090, H145 1.090
129 C -0.216 -0.629 5.396  C128 1.518, C130 1.506, H146 1.090, H147 1.090
130 C -1.059 -1.430 6.353  C129 1.506, C131 1.573, H148 1.090, H149 1.090
131 C -1.116 -2.921 5.854  N127 1.584, C130 1.573, H150 1.090, H151 1.090
132 C -0.338 -3.979 3.583  N127 1.556, C133 1.530, H152 1.090, H153 1.090
133 C -0.476 -5.416 4.091  C132 1.530, C134 1.497, H154 1.090, H155 1.090
134 C -1.112 -6.274 3.043  C133 1.497, H156 1.090, H157 1.090, H158 1.090
135 H 3.619 -5.808 4.077  C123 1.090
136 H 2.741 -6.025 5.571  C123 1.090
137 H 4.468 -6.193 5.564  C123 1.090
138 H 4.669 -3.806 4.846  C124 1.090
139 H 3.745 -3.800 6.358  C124 1.090
140 H 2.392 -3.945 3.577  C125 1.090
141 H 2.929 -2.345 4.190  C125 1.090
142 H 1.487 -2.445 6.191  C126 1.090
143 H 1.281 -4.100 6.041  C126 1.090
144 H -0.728 -1.396 3.479  C128 1.090
145 H 0.988 -1.281 3.711  C128 1.090
146 H -0.728 0.253 5.013  C129 1.090
147 H 0.757 -0.313 5.773  C129 1.090
148 H -2.082 -1.071 6.462  C130 1.090
149 H -0.632 -1.440 7.356  C130 1.090
150 H -2.023 -3.156 5.298  C131 1.090
151 H -1.083 -3.693 6.622  C131 1.090
152 H 0.393 -3.828 2.788  C132 1.090
153 H -1.277 -3.655 3.135  C132 1.090
154 H -1.148 -5.521 4.943  C133 1.090
155 H 0.535 -5.699 4.387  C133 1.090
156 H -2.169 -6.008 3.036  C134 1.090
157 H -1.065 -7.349 3.219  C134 1.090
158 H -0.682 -6.125 2.053  C134 1.090
159 N -2.701 -0.631 2.098  S160 1.537, S164 1.715
160 S -3.640 0.054 3.104  N159 1.537, O161 1.465, O162 1.478, F163 1.621, S164 2.320
161 O -3.425 -0.331 4.502  S160 1.465
162 O -4.979 0.471 2.637  S160 1.478
163 F -2.818 1.452 3.108  S160 1.621
164 S -3.636 -2.067 2.165  N159 1.715, S160 2.320, O165 1.440, O166 1.446, F167 1.647
165 O -4.847 -2.195 1.397  S164 1.440
166 O -3.449 -2.860 3.360  S164 1.446
167 F -2.623 -2.948 1.211  S164 1.647
168 N 4.121 -4.529 -1.305  S169 1.382, S173 1.661
169 S 3.639 -3.399 -1.937  N168 1.382, O170 1.469, O171 1.450, F172 1.619, S173 2.193
170 O 4.457 -2.185 -1.809  S169 1.469
171 O 2.229 -3.273 -2.253  S169 1.450
172 F 3.991 -3.855 -3.450  S169 1.619
173 S 3.691 -3.942 0.187  N168 1.661, S169 2.193, O174 1.460, O175 1.475, F176 1.638
174 O 2.285 -3.624 0.416  S173 1.460
175 O 4.728 -3.177 0.904  S173 1.475
176 F 3.761 -5.382 0.964  S173 1.638
177 N 1.094 1.233 3.318  S178 1.504, S182 1.622
178 S 0.968 2.659 3.775  N177 1.504, O179 1.433, O180 1.464, F181 1.629, S182 2.276
179 O 1.063 3.616 2.712  S178 1.433
180 O 1.486 3.015 5.097  S178 1.464
181 F -0.624 2.798 4.093  S178 1.629
182 S 2.691 1.183 3.596  N177 1.622, S178 2.276, O183 1.460, O184 1.494, F185 1.611
183 O 3.089 0.527 4.837  S182 1.460
184 O 3.603 2.213 3.011  S182 1.494
185 F 2.914 -0.031 2.562  S182 1.611
186 N 3.018 -8.601 -0.283  S187 1.514, S191 1.683
187 S 1.965 -8.512 0.801  N186 1.514, O188 1.492, O189 1.450, F190 1.645, S191 2.309
188 O 2.372 -7.943 2.118  S187 1.492
189 O 0.873 -9.465 0.840  S187 1.450
190 F 1.338 -7.202 0.028  S187 1.645
191 S 3.601 -10.065 0.309  N186 1.683, S187 2.309, O192 1.463, O193 1.466, F194 1.627
192 O 2.924 -11.285 -0.132  S191 1.463
193 O 4.247 -10.088 1.625  S191 1.466
194 F 4.837 -9.992 -0.747  S191 1.627
195 N -3.082 3.283 -1.763  S196 1.719, S200 1.493
196 S -3.567 4.679 -0.885  N195 1.719, O197 1.455, O198 1.466, F199 1.621, S200 2.174
197 O -4.063 5.797 -1.674  S196 1.455
198 O -2.949 4.953 0.416  S196 1.466
199 F -4.980 3.978 -0.510  S196 1.621
200 S -1.878 4.090 -2.120  N195 1.493, S196 2.174, O201 1.481, O202 1.460, F203 1.592
201 O -0.698 3.953 -1.236  S200 1.481
202 O -1.986 5.153 -3.115  S200 1.460
203 F -1.340 2.890 -3.017  S200 1.592
204 N 2.041 0.480 -5.274  S205 1.660, S209 1.543
205 S 0.751 1.430 -5.705  N204 1.660, O206 1.437, O207 1.422, F208 1.658, S209 2.307
206 O 0.837 2.845 -5.468  S205 1.437
207 O -0.481 0.743 -5.888  S205 1.422
208 F 1.207 1.459 -7.299  S205 1.658
209 S 1.620 0.483 -3.790  N204 1.543, S205 2.307, O210 1.476, O211 1.445, F212 1.593
210 O 0.464 -0.336 -3.377  S209 1.476
211 O 1.872 1.680 -3.021  S209 1.445
212 F 2.826 -0.442 -3.312  S209 1.593

Strongest force on any atom in eV/Å: 18.05
HOMO-LUMO gap in hartree: 0.2119


Record 2
The following is a quantum chemistry calculation of a single C2H2ClIO2S molecule, from OMol25.

Bonds (Å) are listed after each position.
Element x y z (Å)
1 C -0.180 -0.010 0.177  C2 1.459, H8 1.131, H9 1.176
2 C -0.355 -0.619 1.491  C1 1.459, S5 1.758, I7 2.054
3 O 0.656 -1.825 3.510  S5 1.424
4 O 1.965 -1.959 1.405  S5 1.428
5 S 0.713 -1.881 2.088  C2 1.758, O3 1.424, O4 1.428, Cl6 2.012, I7 3.019
6 Cl -0.283 -3.511 1.454  S5 2.012
7 I -1.973 -0.676 2.757  C2 2.054, S5 3.019
8 H -0.940 0.780 -0.102  C1 1.131
9 H 0.815 -0.387 -0.322  C1 1.176

Strongest force on any atom in eV/Å: 5.35
Energy above the lowest of the compared OMol25 structures with the same formula, charge and spin in eV: 1.0011
HOMO-LUMO gap in hartree: 0.3287